Density functional theory data (ωB97M-V/def2-TZVPD) for a molecular structure, C46H42AsClF3NO3TeW in a non-equilibrium geometry.

Calculated values
energy relative to the best compared isomer or geometry (same formula, charge and spin)	0.0	kcal/mol
charge	+1
HOMO energy (spin up / spin down)	-9.641 / -10.710	eV
LUMO (spin up / spin down)	-3.165 / -5.979	eV
multiplicity	4
frontier orbital gap (spin up / spin down)	0.238 / 0.174	hartree
<S²>	3.77

Each line ends with the Mulliken charge.
Cartesian coordinates (Å):
W: -0.793 -2.173 -0.207  1.523
C: 4.815 -5.494 1.228  -0.462
C: 3.969 -4.715 1.993  -0.517
C: 2.595 -4.736 1.721  -0.319
C: 2.172 -5.200 0.496  0.115
C: 3.009 -6.093 -0.215  -0.467
C: 4.339 -6.251 0.171  -0.607
As: 0.586 -4.404 -0.406  0.500
C: 1.505 -2.807 -1.258  -0.257
C: 2.238 -1.803 -0.577  0.575
C: 3.167 -1.010 -1.273  -0.823
C: 3.394 -1.193 -2.656  -1.002
C: 2.642 -2.143 -3.324  -0.431
C: 1.813 -3.023 -2.645  0.754
C: 1.317 -4.314 -3.149  0.294
C: 1.446 -4.758 -4.448  -0.842
C: 0.872 -5.963 -4.835  -0.676
C: 0.191 -6.766 -3.927  -0.713
C: 0.021 -6.290 -2.627  -0.781
C: 0.685 -5.148 -2.218  0.130
H: 5.847 -5.608 1.469  0.409
H: 4.308 -4.069 2.828  0.404
H: 1.904 -4.370 2.456  0.485
H: 2.570 -6.662 -1.013  0.453
H: 5.000 -6.896 -0.399  0.413
H: 2.126 -1.671 0.500  0.392
H: 3.696 -0.269 -0.654  0.504
H: 4.050 -0.562 -3.201  0.475
H: 2.825 -2.294 -4.409  0.334
H: 2.000 -4.166 -5.191  0.322
H: 0.869 -6.280 -5.869  0.407
H: -0.151 -7.749 -4.179  0.469
H: -0.612 -6.811 -1.920  0.425
F: 0.193 -0.586 4.327  -0.255
C: -0.514 -1.604 3.797  0.597
F: -1.816 -1.344 3.946  -0.224
F: -0.282 -2.677 4.587  -0.277
C: -0.008 -1.741 2.357  0.319
O: 1.013 -2.437 2.214  -0.403
O: -0.532 -0.910 1.497  -0.723
C: 2.923 8.347 1.703  -1.470
C: 2.154 7.079 1.377  0.418
C: 2.629 5.791 1.480  -1.081
C: 1.867 4.656 1.146  1.448
C: 2.495 3.276 1.187  -1.472
C: 0.526 4.794 0.801  -0.207
Te: -0.764 3.071 0.290  0.703
N: -0.930 -0.407 -1.012  -0.097
C: -1.070 -1.023 -2.173  0.449
O: -1.376 -2.300 -2.173  -0.559
C: -1.139 -0.306 -3.397  0.258
C: -1.143 1.093 -3.502  -0.347
C: -1.684 1.727 -4.676  -0.553
C: -2.252 0.974 -5.720  -0.461
C: -1.994 -0.411 -5.707  -0.556
C: -1.450 -1.042 -4.590  -0.402
C: -2.292 2.587 1.818  -0.161
C: -1.851 2.168 3.086  1.435
C: -0.386 2.326 3.437  -1.302
C: -2.761 1.700 4.077  -1.138
C: -4.124 1.611 3.831  0.605
C: -5.123 1.298 4.926  -1.481
C: -4.534 1.868 2.499  -1.095
C: -3.675 2.378 1.546  1.590
C: -4.186 2.717 0.175  -1.612
C: 0.018 6.132 0.703  1.336
C: -1.433 6.357 0.396  -1.576
C: 0.828 7.217 0.934  -0.994
H: 3.959 8.216 2.045  0.353
H: 2.405 8.972 2.442  0.352
H: 2.880 8.980 0.812  0.356
H: 3.641 5.605 1.894  0.273
H: 1.849 2.627 1.697  0.084
H: 3.484 3.293 1.676  0.393
H: 2.517 2.949 0.135  0.371
H: -0.857 1.714 -2.658  0.433
H: -1.646 2.808 -4.816  0.386
H: -2.890 1.388 -6.488  0.434
H: -2.313 -1.064 -6.526  0.358
H: -1.358 -2.121 -4.499  0.407
H: 0.193 1.640 2.767  -0.058
H: -0.186 2.107 4.522  0.396
H: -0.105 3.359 3.216  0.428
H: -2.429 1.397 5.090  0.313
H: -5.276 2.190 5.563  0.325
H: -4.714 0.588 5.656  0.367
H: -6.072 0.960 4.511  0.381
H: -5.583 1.756 2.206  0.349
H: -5.276 2.764 0.129  0.419
H: -3.858 1.941 -0.597  0.269
H: -3.769 3.683 -0.215  0.277
H: -1.697 5.931 -0.578  0.309
H: -1.556 7.452 0.314  0.383
H: -2.162 5.957 1.089  0.322
H: 0.378 8.203 0.785  0.347
Cl: -3.062 -4.171 -0.755  -0.161
C: -2.545 -3.220 0.649  -0.829
H: -2.239 -3.876 1.484  0.378
H: -3.455 -2.714 1.003  0.390

Atoms 1-3, force components in eV/Å:
-0.52 0.59 1.09
0.22 -0.01 -0.07
-0.54 0.01 0.81

Density functional theory data (ωB97M-V/def2-TZVPD) for a molecular structure, C3H8NS in a non-equilibrium geometry.

Calculated values
energy relative to the best compared isomer or geometry (same formula, charge and spin)	45.2	kcal/mol
charge	+1
HOMO energy	-13.725	eV
LUMO	-3.929	eV
frontier orbital gap	0.360	hartree

Each line ends with the Mulliken charge.
Cartesian coordinates (Å):
C: 0.759 -0.838 -0.601  -0.560
C: 0.629 0.385 -1.544  -0.542
C: 0.250 0.277 0.911  -0.401
N: -1.237 0.076 1.203  -0.378
S: 0.460 1.685 -0.207  -0.069
H: -0.005 -1.665 -0.639  0.297
H: 1.779 -1.324 -0.565  0.292
H: 1.554 0.617 -1.868  0.383
H: -0.144 0.303 -2.237  0.379
H: 0.849 0.184 1.779  0.488
H: -1.535 -0.789 1.668  0.351
H: -1.957 0.057 0.424  0.354
H: -1.402 1.032 1.675  0.405

Atoms 1-3, force components in eV/Å:
-1.11 0.62 2.89
-0.93 -0.52 3.65
0.62 -2.84 -5.23

| no. | E (Ha) |
| --- | --- |
| 1 | -5388.84899 |
| 2 | -571.69824 |